No. 1
45
Properties=species:S:1:pos:R:3:forces:R:3:lowdin_charge:R:1 method="wB97M-V/def2-TZVPD" gap_ev=10.023 multiplicity=1 smiles="C[Si](C)(C)OCCN(C(F)(F)C(F)(F)C(F)(F)F)S(=O)(=O)F.CC(C)=O" e_homo_ev=-9.797 e_tot_ha=-2272.8903 lumo_energy_ev=0.23
C -2.4709 0.4279 2.3881 0.43 0.47 -0.93 -0.1475
Si -1.9369 1.8384 1.2363 -0.26 0.29 0.88 0.4631
C -1.5392 3.4093 2.1978 0.46 -0.80 -0.82 -0.1554
C -3.3633 2.1254 0.0351 -0.03 -0.15 0.06 -0.1558
O -0.4908 1.3972 0.4816 -0.20 -0.03 0.11 -0.1928
C -0.5321 0.1450 -0.1594 -0.74 0.05 -0.44 -0.2720
C -0.0171 0.2476 -1.5903 -0.69 0.09 0.36 -0.1308
N 1.4508 0.5326 -1.6746 -0.87 -1.69 -0.36 -0.0398
C 1.8721 0.9252 -2.9936 1.42 -0.45 -0.60 -0.5155
F 1.9082 -0.1163 -3.8422 0.04 -0.82 -0.31 0.1442
F 1.0054 1.7496 -3.5216 -1.26 1.17 0.17 0.1858
C 3.2927 1.6336 -3.0904 -0.73 0.55 0.82 -0.3897
F 4.1893 0.8611 -3.6303 1.11 -1.51 -0.13 0.1988
F 3.1644 2.6505 -3.9372 -0.66 0.99 -0.59 0.1662
C 3.8358 2.2652 -1.7760 0.75 0.72 -1.67 -0.6374
F 4.4660 1.4311 -1.0227 0.34 -1.53 1.24 0.2261
F 2.9113 2.9078 -1.1345 -1.63 0.41 1.04 0.2245
F 4.7265 3.1813 -2.1425 0.84 0.64 -0.48 0.1799
S 2.2929 -0.7951 -1.0640 2.51 0.11 1.80 0.6200
O 2.5891 -0.4997 0.2675 -1.31 0.52 2.30 -0.2016
O 3.4589 -1.1357 -1.7671 -0.08 -0.34 -2.51 -0.1846
F 1.3771 -2.0903 -0.9981 -0.30 1.04 -1.06 -0.1351
H -3.1891 -0.1892 1.8479 -0.05 -0.18 0.16 0.0304
H -1.5917 -0.1771 2.6091 -0.13 -0.13 0.36 0.0247
H -2.9384 0.8090 3.2923 0.05 -0.07 0.12 0.0344
H -0.6148 3.1969 2.7366 -0.12 0.09 0.35 0.0328
H -1.2862 4.1951 1.4866 -0.22 0.23 0.07 0.0294
H -2.3472 3.6985 2.8622 0.03 0.13 0.07 0.0313
H -3.2689 1.5816 -0.9066 0.10 0.13 -0.12 0.0240
H -4.2909 1.7548 0.4777 0.06 -0.07 0.17 0.0314
H -3.5472 3.1799 -0.1623 0.23 0.08 -0.22 0.0276
H -0.0792 -0.6643 0.4139 0.25 0.25 0.19 0.0976
H -1.5898 -0.1340 -0.2866 0.10 -0.38 -0.12 0.1139
H -0.6136 1.0332 -2.0394 0.52 0.45 -0.13 0.1342
H -0.2676 -0.6482 -2.1595 0.11 -0.18 0.09 0.1303
C -1.5726 -4.9766 1.5825 -0.21 0.08 0.17 -0.0232
C -0.9618 -3.7286 2.1744 -0.02 0.03 0.09 -0.4996
C 0.4228 -3.3535 1.7058 -0.13 0.20 0.37 -0.0219
O -1.5567 -3.0593 2.9869 0.00 0.01 -0.05 0.0664
H -2.5643 -5.1279 2.0041 0.02 0.02 0.01 0.0810
H -1.6616 -4.8720 0.4998 0.14 -0.11 -0.02 0.0836
H -0.9532 -5.8434 1.8180 0.06 0.00 -0.17 0.0852
H 0.4166 -3.1776 0.6344 0.07 -0.24 -0.05 0.0558
H 1.1286 -4.1488 1.9509 0.01 -0.04 -0.20 0.0935
H 0.7367 -2.4404 2.2097 0.01 -0.02 -0.01 0.0868

***

No. 2
31
Properties=species:S:1:pos:R:3:forces:R:3:lowdin_charge:R:1 method="wB97M-V/def2-TZVPD" gap_ev=9.034 relative_energy_kcal_mol=26.0 multiplicity=1 smiles=Cc1ccc(O)cc1.Cc1ccccc1 e_homo_ev=-8.168 e_tot_ha=-618.2746 lumo_energy_ev=0.87
C 3.7881 -1.2454 3.0041 -0.61 1.13 0.32 -0.0529
C 2.4971 -0.7089 2.4357 0.02 1.20 0.45 -0.2868
C 2.4760 0.2375 1.4115 -0.03 -1.08 -0.38 -0.0389
C 1.2593 0.5949 0.8623 0.34 1.04 0.34 -0.0374
C 0.0630 0.2939 1.4918 0.36 1.10 -0.53 -0.3252
O -1.0479 0.9294 1.0244 -1.11 -0.59 0.65 0.0448
C 0.0572 -0.4817 2.6386 0.07 -0.59 -0.84 -0.0048
C 1.2791 -1.0163 3.0339 0.03 -0.41 0.31 -0.0519
H 3.5954 -2.2718 3.1847 0.64 -1.34 -0.29 0.0621
H 4.0116 -0.8627 3.9995 -0.19 0.39 0.11 0.0783
H 4.6417 -0.9646 2.3936 0.04 -0.62 -0.23 0.0754
H 3.4133 0.5886 0.9965 -0.07 0.03 -0.14 0.1100
H 1.1825 1.3318 0.0693 0.33 -0.13 -0.15 0.1010
H -0.8829 1.5147 0.2776 0.35 -0.33 0.02 0.0826
H -0.8842 -0.7941 3.0627 0.00 0.16 0.35 0.1147
H 1.3138 -1.7045 3.8722 -0.19 -0.01 0.04 0.1127
C -2.4114 2.3793 -2.5993 1.50 0.34 1.16 -0.0476
C -1.8086 1.0055 -2.3310 -1.33 1.46 -0.13 -0.2951
C -0.4369 0.7853 -2.3577 0.21 -1.94 1.10 -0.0676
C -0.0083 -0.5599 -2.3456 -0.46 0.90 -0.71 -0.0816
C -0.9429 -1.5676 -2.2310 -0.13 -1.53 -0.06 -0.1057
C -2.2954 -1.3348 -2.0514 0.15 1.42 1.07 -0.0777
C -2.7290 -0.0112 -2.1086 0.42 -1.23 -0.90 -0.0579
H -2.1705 3.0638 -1.7778 -0.01 -0.04 0.21 0.0727
H -3.4942 2.3849 -2.6420 0.01 -0.12 -0.60 0.0731
H -1.8526 2.8237 -3.4208 -0.70 0.05 -0.49 0.0780
H 0.3504 1.4874 -2.1057 -0.34 0.70 -0.94 0.1050
H 1.0311 -0.7605 -2.5718 0.05 -0.21 0.48 0.1050
H -0.6853 -2.6218 -2.2813 0.54 0.16 0.12 0.1014
H -2.9770 -2.0730 -1.6494 0.04 -0.39 -0.66 0.1052
H -3.8009 0.1392 -2.1579 0.07 0.49 0.32 0.1094

***

No. 3
69
Properties=species:S:1:pos:R:3:forces:R:3:lowdin_charge:R:1 method="wB97M-V/def2-TZVPD" gap_ev="6.197 / 6.468" relative_energy_kcal_mol=4.0 total_charge=+1 multiplicity=4 e_homo_ev="-8.585 / -10.331" e_tot_ha=-2757.0552 lumo_energy_ev="-2.39 / -3.86"
Tc 0.4571 -0.0514 -0.9771 0.34 1.13 0.05 1.2505
C 0.7243 3.7622 2.1348 -0.09 0.08 0.01 -0.1432
Si 1.7753 2.3328 1.6261 0.03 -0.08 0.01 0.4730
C 3.4682 2.8895 1.1032 0.11 0.01 -0.04 -0.1501
C 1.8281 0.9819 2.8870 0.03 -0.06 0.14 -0.2546
C 2.2231 1.4106 4.1628 -0.01 -0.03 -0.04 -0.0960
C 2.3316 0.5303 5.2255 0.00 0.00 -0.02 -0.0677
C 2.0438 -0.8107 5.0220 0.00 -0.01 -0.01 -0.0629
C 1.6527 -1.2483 3.7664 0.01 0.01 0.02 -0.1022
C 1.5340 -0.3769 2.6743 -0.02 0.07 0.03 -0.2715
Si 1.0235 -1.2751 1.0870 0.04 -0.14 -0.07 0.5357
C 2.4907 -2.3887 0.6765 0.07 -0.02 -0.07 -0.2144
C -0.4247 -2.3779 1.5225 -0.10 -0.09 -0.03 -0.2087
H 1.1426 4.2353 3.0267 -0.03 0.01 -0.02 0.0436
H -0.2919 3.4379 2.3671 0.02 0.01 -0.01 0.0394
H 0.6765 4.5146 1.3444 -0.01 -0.01 0.02 0.0389
H 3.9221 3.5045 1.8848 0.01 -0.04 -0.02 0.0448
H 3.4098 3.4987 0.1973 0.02 0.01 0.03 0.0383
H 4.1419 2.0474 0.9227 -0.01 0.03 -0.01 0.0330
H 2.4498 2.4600 4.3331 -0.01 -0.03 0.01 0.1017
H 2.6344 0.8860 6.2018 0.00 -0.01 -0.01 0.1105
H 2.1215 -1.5160 5.8399 0.00 0.01 -0.01 0.1109
H 1.4330 -2.3035 3.6393 0.00 0.03 0.02 0.0938
H 2.6351 -3.0982 1.4960 0.03 0.01 -0.04 0.0388
H 3.4236 -1.8241 0.5814 -0.01 -0.07 0.02 0.0247
H 2.3343 -2.9725 -0.2370 0.00 0.01 0.06 0.0164
H -0.1166 -3.1710 2.2079 -0.03 0.02 0.00 0.0350
H -0.8370 -2.8535 0.6283 0.03 -0.01 0.05 0.0210
H -1.2186 -1.8005 2.0005 0.00 -0.03 -0.01 0.0175
N 0.6846 0.6981 -3.3727 0.00 -0.07 0.09 -0.0264
C 2.0693 0.4864 -3.8105 -0.06 -0.01 0.01 -0.2359
C 2.9896 0.7828 -2.6480 -0.01 0.00 0.02 -0.2105
N 2.6411 -0.1081 -1.5136 -0.10 -0.06 0.03 -0.0660
H 0.0257 0.3077 -4.0374 -0.02 -0.08 0.06 0.1000
H 0.4719 1.6914 -3.2944 -0.04 0.01 -0.04 -0.0036
H 2.3517 1.1076 -4.6623 -0.02 0.01 -0.04 0.1242
H 2.1821 -0.5566 -4.1153 -0.01 0.00 -0.02 0.1111
H 2.8451 1.8123 -2.3154 0.01 0.00 0.03 0.1141
H 4.0330 0.6646 -2.9406 0.04 -0.01 0.02 0.1261
H 3.1433 0.1857 -0.6803 0.00 0.00 0.00 0.0771
H 2.9608 -1.0553 -1.7004 0.02 0.01 0.00 0.0813
N -3.6094 -1.0096 -0.9144 -0.15 -0.04 0.20 0.1476
C -4.3685 0.0558 -0.3888 0.01 -0.10 -0.16 -0.2361
C -5.7248 0.1425 -0.6669 -0.06 -0.03 -0.09 -0.0160
C -6.4758 1.1817 -0.1424 0.02 0.02 0.02 -0.0686
C -5.8714 2.1520 0.6460 0.04 -0.02 0.01 -0.0714
C -4.5121 2.0744 0.9113 -0.06 0.02 -0.05 -0.0878
C -3.7662 1.0188 0.4070 0.08 0.16 0.16 -0.4500
S -2.0948 0.7991 0.8935 -0.07 -0.19 0.03 0.9857
N -1.5086 -0.0329 -0.4879 0.17 0.15 -0.19 -0.4460
C -2.2639 -1.0008 -1.0656 0.06 -0.06 -0.04 -0.3476
C -1.5910 -1.9453 -1.8728 0.06 0.13 0.05 -0.2245
C -2.1956 -2.9911 -2.6096 -0.06 -0.02 -0.02 -0.0117
C -1.4285 -3.8489 -3.3378 0.05 0.00 0.00 -0.0553
C -0.0209 -3.6817 -3.3513 -0.07 -0.09 -0.04 -0.0591
C 0.5163 -2.6507 -2.6373 -0.04 0.10 0.10 -0.1583
N -0.2155 -1.7739 -1.9188 -0.02 -0.51 -0.10 -0.0979
H -4.1236 -1.7204 -1.4070 -0.01 0.01 0.04 0.1358
H -6.1922 -0.6086 -1.2947 0.00 0.03 0.01 0.1180
H -7.5337 1.2385 -0.3587 0.00 -0.01 0.00 0.1109
H -6.4540 2.9671 1.0524 0.00 -0.01 -0.01 0.1105
H -4.0249 2.8242 1.5227 -0.02 0.00 -0.02 0.1107
H -3.2702 -3.1189 -2.5936 0.02 -0.02 0.00 0.1107
H -1.8874 -4.6550 -3.8935 0.00 0.01 0.00 0.1141
H 0.6222 -4.3523 -3.9015 -0.01 0.01 0.01 0.1074
H 1.5895 -2.5036 -2.6199 -0.01 0.01 -0.01 0.0922
S -0.3791 3.2533 -1.6199 0.01 0.05 -0.02 0.6976
C 0.3566 2.1095 -0.7664 0.16 -0.21 0.13 -1.0115
N 1.0416 1.6369 0.1615 -0.33 -0.01 -0.20 -0.1869

***

No. 4
68
Properties=species:S:1:pos:R:3:forces:R:3:lowdin_charge:R:1 method="wB97M-V/def2-TZVPD" gap_ev="5.467 / 5.478" relative_energy_kcal_mol=96.8 total_charge=+1 multiplicity=5 e_homo_ev="-7.716 / -10.453" e_tot_ha=-4261.5101 lumo_energy_ev="-2.25 / -4.97"
Ir -1.1406 -0.9227 -0.3346 1.34 1.18 1.95 1.0829
C 2.9288 0.7430 0.3116 -0.20 0.35 0.71 -0.1947
C 1.8889 1.6955 0.1020 0.47 0.57 1.23 -0.1581
C 2.2703 1.5348 2.3805 0.06 0.56 -0.61 -0.1928
C 3.1814 0.6803 1.7167 -0.18 0.22 -0.76 -0.2427
C 1.4629 2.1600 1.3900 0.39 -0.06 -0.45 -0.2114
C 3.7717 0.0844 -0.7008 0.26 -0.12 -0.26 -0.0133
H 3.4610 0.3364 -1.7150 0.16 -0.06 0.14 0.0626
H 3.7452 -1.0075 -0.5800 0.05 0.21 0.00 0.0848
H 4.8176 0.4024 -0.5759 -0.18 -0.14 -0.07 0.1144
C 4.3475 0.0470 2.3380 0.20 -0.45 0.10 -0.0076
H 4.6571 -0.7767 1.6815 0.19 0.06 0.53 0.0915
H 4.0694 -0.3142 3.3412 0.36 -0.04 -0.39 0.0995
H 5.1906 0.7665 2.4349 -0.45 -0.37 -0.03 0.1232
C 2.3738 1.9644 3.7847 -0.38 -0.15 0.19 0.0084
H 3.1752 2.7208 3.9196 -0.35 -0.38 -0.09 0.1229
H 2.6034 1.0885 4.4060 -0.09 0.38 0.09 0.0986
H 1.4122 2.4101 4.0687 0.35 -0.11 0.28 0.0927
C 0.6870 3.3977 1.6077 -0.17 0.73 0.56 -0.0975
H 1.3491 4.1979 1.9758 0.01 -0.05 -0.31 0.1101
H -0.0790 3.2363 2.3883 0.63 0.42 -0.55 0.0332
H 0.2123 3.7201 0.6742 -0.02 0.07 0.41 0.0744
C 1.6345 2.4755 -1.1307 -0.21 -0.23 -0.48 -0.0055
H 2.2264 3.4217 -1.0932 -0.45 -0.59 -0.12 0.1273
H 0.5626 2.7254 -1.2184 0.47 0.01 -0.11 0.0862
H 1.9406 1.8899 -2.0092 -0.12 0.52 0.16 0.0615
C -1.8083 -2.6517 -0.9213 0.39 0.12 1.50 -0.3784
C -0.8438 -2.6178 -2.0598 -0.07 -1.16 -1.57 -0.4003
C -1.5266 -2.1168 -3.4001 1.06 -0.69 0.56 -0.1756
C -2.2559 -0.7813 -3.1906 0.12 0.20 -0.27 -0.1742
C -2.0969 -0.0998 -1.8288 -1.98 1.19 -2.22 -0.3964
C -3.1064 -0.2867 -0.8073 0.36 1.49 -1.15 -0.2994
C -4.0518 -1.4468 -0.7690 0.10 -0.75 -0.48 -0.1646
C -3.2897 -2.7454 -1.1054 -0.39 -0.72 -0.01 -0.1607
H -2.2062 -2.8759 -3.8769 0.74 0.53 0.77 0.1306
H -3.3183 -0.9838 -3.3983 0.26 0.51 0.04 0.1170
H -0.6908 -1.9867 -4.0900 -0.31 -0.17 -0.24 0.0772
H -3.4634 -3.0521 -2.1304 -0.36 -0.12 -0.14 0.1042
H -1.4416 -3.1311 -0.0003 -0.13 -1.01 -0.62 0.1139
H -0.4449 -3.6396 -2.1095 0.06 0.03 -0.69 0.1061
H -3.5930 -3.5695 -0.4516 -0.37 0.13 -0.26 0.1251
H -4.5180 -1.5502 0.2137 0.11 0.21 -0.01 0.1118
H -3.4928 0.6718 -0.4238 0.39 -0.99 0.34 0.0827
H -4.8740 -1.3493 -1.4927 0.08 0.25 0.17 0.1242
H -1.8750 -0.0349 -3.8990 -0.35 -0.35 -0.24 0.1119
H -1.6371 0.9043 -1.8447 -0.67 -0.10 -0.57 0.0876
P 0.7618 -1.6229 -1.4966 -2.18 -0.31 -0.52 0.8109
C 1.7397 -3.0035 -0.8515 0.76 -0.08 -0.13 -0.3057
C 1.3544 -0.8338 -3.0267 0.72 -0.37 -0.14 -0.2151
P -1.4642 1.3817 1.9534 0.65 -2.76 -0.06 0.8617
C -1.7426 -0.3820 1.5083 -1.55 -1.21 1.32 -0.7099
C -2.3725 2.4227 0.7550 -0.64 0.30 0.39 -0.2730
C -2.3553 0.9776 3.4719 -0.61 1.13 0.91 -0.2954
H 1.7172 -2.9064 0.2425 0.23 -0.09 -0.55 -0.0997
H 2.7717 -2.9735 -1.2052 -0.04 -0.23 -0.04 0.0459
H 1.2533 -3.9439 -1.1058 0.21 -0.03 -0.27 0.0476
H 0.5725 -0.6292 -3.7502 -0.24 -0.18 0.15 0.0387
H 2.1141 -1.4673 -3.4948 -0.04 0.15 -0.08 0.0691
H 1.7886 0.1325 -2.7984 0.13 -0.07 0.07 -0.0068
H -3.2990 0.4500 3.2965 0.12 0.25 0.10 0.0467
H -2.5163 1.8877 4.0493 -0.17 -0.15 0.50 0.0344
H -1.6605 0.2975 3.9922 -0.32 0.42 -0.07 0.0540
H -1.2665 -1.1507 2.1832 -0.71 1.69 -0.15 -0.0856
H -2.8305 -0.6491 1.5467 0.50 0.64 0.05 0.0297
H -2.3407 3.4375 1.1521 0.04 0.14 -0.03 0.0430
H -3.4185 2.1924 0.5770 -0.12 -0.01 0.16 0.0355
H -1.8643 2.4437 -0.2112 0.14 -0.14 0.10 0.0255
Br 0.8422 -1.3953 1.6342 1.96 -0.23 1.26 0.3554

***

No. 5
56
Properties=species:S:1:pos:R:3:forces:R:3:lowdin_charge:R:1 method="wB97M-V/def2-TZVPD" gap_ev=6.593 relative_energy_kcal_mol=14.0 total_charge=-1 multiplicity=1 e_homo_ev=-5.158 e_tot_ha=-4173.2307 lumo_energy_ev=1.43
Ta -0.6617 -0.5004 0.2607 0.49 1.21 1.14 1.4235
O 1.4928 0.1323 0.0734 0.21 0.21 -0.04 -0.2927
N 2.3424 -0.7616 -0.1655 -0.07 -0.25 -0.09 0.0554
N 1.8608 -1.9366 -0.0954 0.13 0.15 0.07 -0.1579
O 0.5998 -2.1171 0.2950 0.12 -0.57 -0.21 -0.2883
C 2.6422 -3.0969 -0.4016 -0.11 0.17 0.05 -0.1594
C 4.0191 -2.9899 -0.5278 0.06 -0.07 -0.01 -0.0150
C 4.7383 -4.1278 -0.8471 0.02 0.00 0.00 -0.0791
C 4.0927 -5.3446 -1.0332 0.01 0.07 0.02 -0.0878
C 2.7155 -5.4196 -0.9029 -0.07 -0.02 0.00 -0.0666
C 1.9702 -4.2918 -0.5856 0.07 -0.05 -0.04 0.0071
H 4.5132 -2.0400 -0.3884 -0.04 0.02 0.01 0.1104
H 5.8127 -4.0571 -0.9551 0.00 -0.02 0.00 0.1029
H 4.6652 -6.2268 -1.2872 -0.01 -0.01 0.00 0.0996
H 2.2038 -6.3601 -1.0598 0.01 0.00 0.00 0.1058
H 0.8928 -4.3188 -0.5075 0.00 -0.02 0.00 0.0986
O -4.5506 5.4498 0.4929 -0.11 -0.08 -0.25 -0.0767
C -3.9110 4.4345 0.4086 0.18 0.19 0.53 -1.0224
S -4.4598 2.8720 1.0431 -0.01 -0.01 -0.14 0.9643
C -2.9938 1.9953 0.6627 -0.05 -0.15 0.19 -1.1210
C -1.9908 2.6758 0.0964 0.12 0.04 0.01 -1.1342
S -0.4801 1.9303 -0.2899 -0.17 0.01 -0.15 0.6518
S -2.2479 4.3797 -0.2070 -0.05 -0.05 -0.12 0.9644
S -2.8641 0.3052 1.0271 -0.24 -0.02 -0.28 0.6280
F 1.6438 0.6675 6.0559 -0.01 -0.01 -0.03 0.0314
C 1.1404 0.4174 4.8187 0.02 0.03 0.10 -0.2892
C 0.3648 1.3803 4.2103 -0.04 0.01 -0.06 -0.0124
C -0.1437 1.1146 2.9461 -0.01 -0.08 0.07 -0.1318
C 0.1094 -0.0892 2.2747 0.10 0.00 0.22 -0.3372
C 0.9023 -1.0263 2.9501 -0.03 0.08 0.04 -0.1467
C 1.4171 -0.7894 4.2192 0.00 -0.04 -0.04 -0.0235
H 0.1642 2.3124 4.7223 -0.01 0.00 -0.01 0.1141
H -0.7637 1.8695 2.4799 0.01 0.03 0.00 0.0636
H 1.1013 -1.9895 2.4987 0.02 -0.01 0.00 0.0879
H 2.0166 -1.5236 4.7417 0.00 -0.01 -0.02 0.1126
O -2.7681 -1.7477 -1.3954 -0.20 -0.18 -0.55 -0.3346
S -2.3573 -2.9136 -0.6614 0.15 0.24 0.49 0.6101
O -1.4249 -3.8085 -1.2847 0.04 -0.01 0.10 -0.2727
N -1.8472 -2.2798 0.7997 -0.17 -0.52 -0.10 -0.3426
C -2.5107 -2.8011 1.8816 0.07 0.02 -0.78 -0.8557
S -2.2545 -2.4285 3.4394 -0.05 -0.01 0.34 0.7472
C -3.5769 -3.7485 1.4084 0.09 0.10 0.31 -0.2218
C -4.4693 -4.4661 2.1889 -0.02 -0.01 0.02 -0.0254
C -5.4075 -5.2643 1.5526 0.02 0.02 -0.02 -0.0636
C -5.4562 -5.3538 0.1604 -0.02 -0.01 0.00 -0.0705
C -4.5594 -4.6466 -0.6262 -0.03 -0.04 0.19 -0.0289
C -3.6421 -3.8531 0.0392 -0.30 -0.13 -0.31 -0.2308
H -4.4175 -4.3795 3.2664 -0.01 -0.01 -0.01 0.0982
H -6.1170 -5.8281 2.1444 0.00 0.00 0.00 0.1034
H -6.2019 -5.9827 -0.3083 0.00 0.00 0.00 0.1034
H -4.5750 -4.7087 -1.7055 0.01 0.01 0.00 0.1229
N 2.5432 -2.3988 -4.8172 -0.02 -0.01 0.00 0.0832
C 1.6926 -1.7361 -4.3984 0.00 0.03 0.09 -0.3952
N 0.7114 -0.9343 -4.0160 -0.01 0.04 -0.17 0.0936
C 0.3200 -0.8099 -2.8248 0.02 -0.07 0.12 -0.2735
N -0.1204 -0.6229 -1.7546 -0.11 -0.20 -0.68 -0.0260